Record 1
DFT (wB97M-V/def2-TZVPD) results for an isolated molecule of C18H25F3N2O5.

The geometry in XYZ format:
```
53
Properties=species:S:1:pos:R:3:forces:R:3:mulliken_charge:R:1
F -2.904123 -4.267406 0.809012 0.138 0.014 0.164 -0.2253
F -3.552846 -2.373179 1.559354 0.151 0.156 0.159 -0.2566
F -3.705676 -2.805836 -0.550242 -0.004 -0.043 0.024 -0.2724
O -0.273577 1.733000 -1.498715 0.539 -1.207 -0.403 -0.3946
O -0.095145 -4.990073 1.350768 0.133 1.260 0.152 -0.6780
O -0.851949 -5.162821 -0.739599 0.122 1.495 -0.207 -0.6402
O -0.196402 1.840363 0.718377 0.440 0.362 0.551 -0.5298
O 0.228375 4.881628 -2.518977 -0.041 -0.024 -0.096 -0.5999
N -0.451134 -3.029457 0.144260 -0.026 0.299 0.045 0.1533
N 2.261734 -3.731227 -1.549945 -0.220 0.391 0.118 -0.5717
C 1.972981 -3.340433 -0.152302 0.763 0.197 -0.241 -1.5962
C -2.970571 0.602443 1.546699 -0.230 0.731 -0.437 -0.1085
C -2.753004 -0.037020 0.162015 0.126 0.071 0.525 -1.6719
C 2.474444 -0.200856 2.012480 0.047 0.223 -0.419 -1.1960
C 2.694262 0.462977 0.642248 0.385 -0.475 0.351 -0.1618
C -1.581015 -2.328291 0.256583 0.446 0.970 0.076 0.1066
C 0.747001 -2.472667 -0.076010 0.172 0.244 0.044 0.8742
C -1.538057 -0.944797 0.100922 -0.475 0.692 -0.040 0.2550
C -2.928364 -2.979101 0.541969 -0.397 -0.421 -0.628 0.9342
C -4.119343 1.632158 1.449125 0.427 -0.607 -0.052 -1.2977
C 1.832619 4.723061 -0.778015 -0.004 -0.164 -0.097 -1.3520
C -0.234867 1.173477 -0.270799 -0.452 0.418 0.390 -0.7266
C -0.305976 -0.322298 -0.132952 0.004 -1.159 -0.718 1.2005
C 0.573317 4.082807 -1.391062 0.536 0.175 0.143 0.9502
C 0.857413 -1.090608 -0.237384 -0.216 0.325 -0.003 0.4159
C -0.469664 -4.576353 0.260561 -0.225 -3.804 0.207 0.4731
C 0.817717 2.619615 -1.799326 -0.089 1.083 -0.175 -0.8262
C 2.168066 -0.392417 -0.532285 -0.384 0.272 0.053 -1.3984
H -4.816045 1.308993 0.675439 -0.317 0.064 0.196 0.3303
H 2.262667 1.458781 0.661631 -0.019 0.088 -0.102 0.0200
H -3.736363 2.606152 1.151632 -0.016 0.090 0.048 0.3132
H 2.804545 -2.729397 0.203262 -0.119 0.059 0.406 0.4882
H 2.631946 4.002519 -0.601895 -0.033 -0.064 0.032 0.3216
H -2.079717 1.158587 1.824595 0.175 -0.278 0.240 0.2016
H 1.919272 -4.189598 0.521447 -0.292 -0.191 -0.212 0.4951
H -0.266922 4.354328 -3.151527 -0.206 0.033 0.055 0.3097
H 1.764315 2.297411 -1.375872 -0.201 -0.421 0.294 0.0025
H 3.205607 0.154862 2.733906 -0.016 0.084 0.070 0.4659
H 3.770057 0.569168 0.497872 -0.001 0.186 -0.148 0.6397
H 2.945437 -1.083044 -0.838781 -0.066 -0.174 -0.002 0.5569
H 2.110435 -2.901112 -2.117666 -0.122 -0.160 -0.216 0.2924
H 1.604428 5.187264 0.177116 0.027 0.154 -0.003 0.2836
H 1.966707 0.230821 -1.405271 0.209 0.071 -0.069 0.4007
H 3.257760 -3.900706 -1.638847 -0.006 -0.297 0.083 0.3245
H 1.479810 0.040954 2.382779 -0.062 -0.220 0.106 0.2506
H -4.613580 1.706100 2.413371 -0.220 0.209 -0.069 0.3714
H -2.599416 0.780723 -0.545845 0.002 -0.038 -0.118 0.6026
H -3.181254 -0.142898 2.305454 0.027 -0.144 -0.010 0.4848
H 0.941507 2.581103 -2.881256 -0.104 -0.095 -0.055 0.5151
H 2.220675 5.465445 -1.470506 -0.031 0.136 0.048 0.3963
H 2.597579 -1.279607 1.925578 -0.096 -0.074 0.180 0.1893
H -0.210293 4.137807 -0.635663 -0.231 -0.264 -0.146 0.1270
H -3.675373 -0.521342 -0.137712 0.050 -0.227 -0.095 0.7574
```
Forces are in eV/Å.

spin multiplicity = 1
net charge = 0
relative energy (zero: lowest compared OMol25 entry of this formula, charge and spin) = 0.0 kJ/mol
DFT total energy = -40441.091 eV

***

Record 2
DFT (wB97M-V/def2-TZVPD) results for an isolated molecule of C18H25F3N4O4.

The geometry in XYZ format:
```
54
Properties=species:S:1:pos:R:3:forces:R:3:mulliken_charge:R:1
F 4.196890 4.987771 0.851206 0.003 -0.002 -0.004 -0.2570
F 2.216973 5.854958 0.972177 -0.002 0.004 -0.003 -0.2971
F 3.275244 5.313153 2.781454 0.001 0.002 0.006 -0.2539
O -0.132072 -1.494292 -1.832808 -0.003 0.016 0.001 -0.6836
O 3.126132 2.601463 1.917985 0.008 -0.013 0.018 -0.5989
O -0.682347 -2.732706 1.467327 0.016 0.033 0.007 -0.4631
O -0.506762 2.330304 -1.295161 0.017 0.007 -0.006 -0.7016
N 1.288822 -1.610108 -0.050940 -0.032 0.031 0.009 0.0024
N -2.869150 -2.950880 1.178022 0.000 0.020 -0.022 -0.6323
N 1.225065 3.425368 0.965648 0.037 -0.002 -0.011 -0.0687
N 1.372898 1.098889 -1.254888 -0.032 -0.034 -0.021 0.1018
C -0.718095 2.543988 2.979508 0.001 -0.001 0.009 -1.6726
C -2.317646 -2.438514 0.006402 -0.037 -0.006 0.029 0.5875
C 2.914928 -1.788046 -1.938685 0.006 -0.006 -0.003 -0.6537
C 0.416433 1.848399 -0.660551 -0.030 -0.007 -0.002 -0.4142
C -0.983122 -2.315521 0.189333 0.035 -0.021 0.017 0.6166
C -3.261404 -3.321753 -2.136760 0.006 0.004 0.004 -0.3223
C -1.528032 0.828810 1.335492 -0.001 0.000 0.001 -1.3346
C 2.458743 3.515222 1.483803 -0.008 0.016 -0.016 0.3024
C -4.134208 -3.002503 -3.341807 -0.004 0.002 -0.002 -1.2817
C 2.533108 0.448517 -0.681290 0.024 0.044 0.018 -0.9324
C -1.872992 -3.092619 1.977287 -0.001 -0.023 -0.029 -0.3902
C 3.701554 -1.852973 -0.660183 -0.027 0.022 -0.006 -0.6568
C 0.082704 -1.771048 -0.665886 0.003 -0.046 -0.004 0.2369
C 3.045210 4.944440 1.520693 -0.003 0.005 0.004 0.9098
C 0.533283 2.147841 0.839332 -0.006 0.014 0.023 -0.1502
C -0.844513 2.181613 1.503945 0.002 0.007 -0.010 0.2769
C -3.145172 -2.125044 -1.188584 0.009 -0.009 0.005 -0.8252
C 2.427971 -1.059734 -0.724156 0.012 -0.012 0.011 0.6288
H -2.257270 -3.601643 -2.464235 -0.001 -0.001 -0.001 0.2771
H 2.357283 -2.661612 -2.239923 0.002 -0.004 -0.014 0.2219
H -1.702959 2.574437 3.446553 -0.001 0.001 0.000 0.4482
H 1.147001 0.865728 -2.212666 0.008 0.011 -0.002 0.3165
H -4.137763 -1.828215 -0.843018 -0.001 0.004 -0.004 0.5177
H 3.426398 0.752248 -1.234492 0.003 -0.011 0.001 0.3921
H -5.145680 -2.731781 -3.031995 0.001 -0.001 -0.002 0.3280
H -4.208479 -3.856106 -4.015982 0.001 -0.001 0.000 0.3824
H 1.152119 1.418049 1.357948 -0.009 -0.024 -0.009 0.7510
H -0.119670 1.798135 3.510026 0.000 0.004 0.002 0.3415
H -1.877767 -3.467070 2.987533 0.002 0.001 0.005 0.4377
H -1.669369 0.578952 0.284117 0.004 -0.003 0.002 0.2442
H -2.696321 -1.286436 -1.722927 -0.009 0.002 -0.002 0.3152
H -1.440077 2.936994 0.984199 -0.003 0.001 0.007 0.4501
H -2.508808 0.832737 1.812584 0.001 0.001 0.002 0.5583
H -0.248493 3.516779 3.127095 -0.004 -0.002 0.003 0.3978
H -3.670114 -4.174589 -1.588472 -0.001 -0.002 -0.004 0.3281
H 2.679601 0.792737 0.341135 0.010 0.004 -0.004 0.2399
H 1.359157 -1.830542 0.929456 -0.001 -0.009 -0.004 0.3451
H -0.934302 0.039882 1.809225 -0.006 0.004 -0.001 0.2071
H 4.627325 -1.298414 -0.592880 0.011 -0.006 0.007 0.2517
H -3.723058 -2.163607 -3.906395 0.000 -0.001 -0.001 0.3170
H 3.677238 -2.778428 -0.102776 0.010 -0.006 0.007 0.2781
H 3.306417 -1.190301 -2.750359 -0.002 -0.007 -0.013 0.2262
H 0.787146 4.247074 0.578334 -0.007 -0.005 0.001 0.3541
```
Forces are in eV/Å.

spin multiplicity = 1
net charge = 0
relative energy (zero: lowest compared OMol25 entry of this formula, charge and spin) = 28.1 kJ/mol
DFT total energy = -41376.182 eV